Entry P
# C7H14O

2 unconnected molecules or ions with the total composition C7H14O (the ωB97M-V functional and the def2-TZVPD basis, OMol25).

Geometry (Å):
C 1.65713 2.09624 0.06626
C 0.23432 2.18969 -0.52304
C -0.27564 0.74895 -0.70854
C -0.84360 0.14233 0.41232
C -0.80754 0.69192 1.73444
C -0.60102 -0.06659 2.86612
C 0.34093 0.02019 -1.85544
H 1.60746 1.57066 1.02173
H 2.15413 3.05679 0.24751
H 2.26175 1.49671 -0.58061
H -0.47680 2.77658 0.04354
H 0.33456 2.55999 -1.55128
H -1.22294 -0.88067 0.38128
H -0.95669 1.76045 1.83482
H -0.55094 0.39012 3.85026
H -0.61678 -1.14847 2.84669
H -0.28247 -0.84706 -2.06349
H 1.40484 -0.24878 -1.71475
H 0.37706 0.61487 -2.78039
H -1.95399 -5.34374 -1.05455
H -0.60513 -5.69436 -1.61250
O -1.17863 -5.88580 -0.86038

Output
M ... 114.19 u
<S²> ... 0.770
Charge ... -1
Multiplicity ... 2
E_HOMO (alpha / beta) ... 0.51 / -2.63 eV
Frontier orbital gap (alpha / beta) ... 2.666 / 5.685 eV



Entry Q
# C7H14O

2 unconnected molecules or ions with the total composition C7H14O (the ωB97M-V functional and the def2-TZVPD basis, OMol25).

Geometry (Å):
C -0.83879 -2.62103 -0.47835
C -0.15929 -2.19468 0.91972
C -0.05184 -0.72881 0.66971
C -0.66672 0.28260 1.29337
C -0.45882 1.66239 0.76461
C -1.10307 2.05585 -0.37423
C -0.90653 3.25733 -1.10011
H -0.39836 -3.62103 -0.76228
H -1.93424 -2.76305 -0.26872
H -1.15603 -1.86563 -1.20619
H 0.69698 -2.66717 1.20203
H -0.82441 -2.36215 1.67851
H 0.69329 -0.50367 -0.10661
H -1.10918 0.29097 2.24691
H 0.33927 2.15348 1.26459
H -1.99396 1.47676 -0.80821
H -1.41828 4.15495 -0.70965
H -1.18234 3.08672 -2.12513
H 0.17593 3.34538 -1.13107
H 4.46698 -0.17078 -0.05549
H 3.77214 -1.51966 -0.20898
O 4.05728 -0.74875 -0.70445

Output
M ... 114.19 u
<S²> ... 0.750
Charge ... -1
Multiplicity ... 2
E_HOMO (alpha / beta) ... 1.20 / -5.73 eV
Frontier orbital gap (alpha / beta) ... 2.326 / 9.145 eV



Entry R
# C7H14O

2 unconnected molecules or ions with the total composition C7H14O (the ωB97M-V functional and the def2-TZVPD basis, OMol25).

Geometry (Å):
C -0.43779 1.73422 1.26528
C -0.11884 0.29047 0.61061
C 0.95605 0.43237 -0.49353
C 2.09865 0.96347 -0.22676
C 0.55739 -1.48250 -1.86958
C 0.60126 -0.08684 -1.79997
C 0.54858 0.99081 -2.79477
H -1.39467 1.76176 1.85049
H -0.61665 2.52053 0.46922
H 0.40901 1.87868 2.02898
H 0.11841 -0.43735 1.43279
H -1.07435 -0.25566 0.30436
H 2.53331 1.16051 0.68327
H 2.83244 0.86909 -1.04512
H 0.50996 -2.25008 -1.14187
H 0.49826 -2.05741 -2.79268
H 1.18369 1.84354 -2.48601
H 1.16158 0.70251 -3.77411
H -0.55720 1.22148 -3.09652
H -3.09951 -2.53035 4.53019
H -3.72759 -3.88265 4.07744
O -2.98198 -3.38661 4.26829

Output
M ... 114.19 u
<S²> ... 0.754
Charge ... -1
Multiplicity ... 2
E_HOMO (alpha / beta) ... 1.05 / -3.58 eV
Frontier orbital gap (alpha / beta) ... 2.060 / 6.595 eV



Entry S
# C7H14O

2 unconnected molecules or ions with the total composition C7H14O (the ωB97M-V functional and the def2-TZVPD basis, OMol25).

Geometry (Å):
C -1.18924 -1.08287 -1.32692
C -1.22966 0.39347 -1.02365
C -1.43903 1.30512 -2.00402
C -1.26574 0.78114 0.41088
C 0.20840 1.11087 0.89645
C 0.95876 2.12611 0.33331
C 2.24758 2.32549 1.10431
H -1.11738 -1.24599 -2.39204
H -0.05772 -1.43846 -0.95131
H -2.09946 -1.53846 -1.05386
H -1.64663 0.85007 -3.02840
H -1.66936 2.42017 -1.85131
H -1.55611 -0.01023 1.21558
H -1.77868 1.70972 0.56582
H 0.52578 0.67051 1.86993
H 0.89553 2.43905 -0.67975
H 2.96362 2.78366 0.56437
H 2.80054 1.57786 1.63120
H 1.93718 2.93997 2.08186
H 0.46530 -5.84906 0.52652
H 0.81487 -6.44369 1.94806
O 1.23148 -5.82445 1.16296

Output
M ... 114.19 u
<S²> ... 0.750
Charge ... -1
Multiplicity ... 2
E_HOMO (alpha / beta) ... 1.11 / -6.26 eV
Frontier orbital gap (alpha / beta) ... 2.124 / 9.437 eV



Q: Which of them is the most stable? A: entry P.



Entry P
# C6H9NO2

C6H9NO2 in the gas phase (the ωB97M-V functional and the def2-TZVPD basis, OMol25).

Geometry (Å):
C 1.26111 -0.33810 -1.53387
C 0.76101 -0.90092 -0.02192
C 0.95735 0.02759 1.17448
O 0.83369 1.27633 0.78744
N -0.32752 2.11687 0.82223
C -1.30683 1.41979 0.88293
C -1.57999 -0.00853 0.19940
O -1.29205 0.07924 -1.12781
C -0.57172 -0.89542 -0.32609
H 2.42089 0.04887 -1.35272
H 0.95311 -0.95214 -2.27894
H 0.75642 0.55042 -1.88173
H 0.94150 -1.94895 0.26137
H 2.00564 -0.22245 1.45043
H 0.26948 -0.35859 1.88635
H -2.33766 2.12755 0.58832
H -2.57500 -0.23467 0.90296
H -1.16943 -1.78690 -0.43285

Output
M ... 127.14 u
SMILES string ... C[C@H]1CON=C[C@H]2O[C@@H]12
Charge ... 0
E_HOMO ... -9.67 eV
Frontier orbital gap ... 10.471 eV



Entry Q
# C6H9NO2

C6H9NO2 in the gas phase (the ωB97M-V functional and the def2-TZVPD basis, OMol25).

Geometry (Å):
C -0.30727 -1.81921 -0.88800
C 0.50513 -0.75243 -1.60159
O -0.43514 0.19518 -2.15146
N 1.39916 0.06304 -0.66734
C 0.66408 0.59178 0.37048
C 0.83336 0.75186 1.80931
C -0.30420 1.45319 2.20347
C -1.16495 1.65245 1.10982
O -0.49200 1.26711 0.02696
H 0.21951 -2.54593 -0.29115
H -1.00721 -1.34488 -0.26052
H -0.83598 -2.30454 -1.89365
H 1.20587 -1.12215 -2.46207
H -1.10224 0.37197 -1.49027
H 2.31822 -0.17433 -0.48337
H 1.58471 0.23866 2.41927
H -0.78584 1.46262 3.22843
H -2.29521 2.01559 1.02169

Output
M ... 127.14 u
SMILES string ... C[C@@H](O)Nc1ccco1
Charge ... 0
E_HOMO ... -7.60 eV
Frontier orbital gap ... 8.491 eV



Q: Which of them is the most stable? A: entry Q.



Entry P
# C6H9NO2

2 unconnected molecules or ions with the total composition C6H9NO2 (the ωB97M-V functional and the def2-TZVPD basis, OMol25).

Geometry (Å):
C 2.11679 -1.84275 0.07696
C 1.10414 -2.42693 0.87921
C 0.00793 -2.65329 0.06499
N 0.33672 -2.22273 -1.19372
C 1.61408 -1.72672 -1.20743
H 3.11272 -1.53561 0.39617
H 1.16127 -2.66139 1.94216
H -0.97125 -3.08231 0.27771
H -0.28272 -2.26548 -2.00675
H 2.05825 -1.33462 -2.12234
C -1.70709 3.57476 0.44848
C -1.20940 2.20859 0.08198
O -1.57315 1.54289 -0.86176
O -0.26554 1.77905 0.96046
H -2.47150 3.90851 -0.27326
H -0.87658 4.30058 0.44218
H -2.15600 3.56253 1.45593
H 0.00134 0.87491 0.63904

Output
M ... 127.14 u
SMILES string ... c1cc[nH]c1.CC(=O)O
Charge ... 0
E_HOMO ... -8.38 eV
Frontier orbital gap ... 9.225 eV



Entry Q
# C6H9NO2

5 unconnected molecules or ions with the total composition C6H9NO2 (the ωB97M-V functional and the def2-TZVPD basis, OMol25).

Geometry (Å):
C 2.75171 -0.21304 -0.05038
C 1.21349 -0.54510 -0.41361
C 0.08203 -0.19851 0.02306
C -0.17947 2.10368 0.11086
C -1.25080 -1.09486 -0.19326
C -2.39530 -0.62021 0.80079
H 2.89034 -1.24169 1.17815
H 3.05240 1.34958 -0.24355
H 3.65434 -0.87307 -1.12230
H 1.46657 -1.51299 -1.15014
H 1.01072 3.17284 0.41207
H -0.87475 -2.22754 -0.25400
H -3.09196 -1.42681 0.97874
H -2.29051 0.27336 1.33965
H -2.21886 0.39571 -0.92666
N -2.56034 -0.44317 -0.69088
O 0.18806 0.91813 0.83631
O -1.44768 2.18368 -0.63486

Output
M ... 127.14 u
Charge ... 0
E_HOMO ... -9.33 eV
Frontier orbital gap ... 8.630 eV



Q: Which of them is the most stable? A: entry P.



Entry P
# C4H13N2S

A gas-phase ion, C4H13N2S (charge +1) (the ωB97M-V functional and the def2-TZVPD basis, OMol25).

Geometry (Å):
C 2.19377 -0.46944 0.93140
N 0.76194 -0.51030 0.88889
C 0.17261 0.69090 0.31829
S -0.43709 1.99006 1.54849
N -0.98916 0.34520 -0.63154
C -0.42715 -0.35572 -1.78424
C -2.10188 -0.47773 -0.08917
H 2.43377 -1.54695 1.01057
H 2.70281 -0.01919 -0.03275
H 2.70498 0.03442 1.84782
H 0.43646 -0.68529 1.85449
H 0.91428 1.01684 -0.42356
H 0.73730 2.53710 1.93541
H -1.34444 1.14289 -1.05824
H 0.06118 -1.21242 -1.43484
H -1.22714 -0.69767 -2.57576
H 0.34487 0.33745 -2.34737
H -1.58963 -1.38158 0.35919
H -2.65093 0.14002 0.64795
H -2.69653 -0.87858 -0.96502

Output
M ... 121.23 u
SMILES string ... CN[C@H](S)[NH+](C)C
Charge ... +1
E_HOMO ... -13.38 eV
Frontier orbital gap ... 10.424 eV



Entry Q
# C4H13N2S

2 unconnected molecules or ions with the total composition C4H13N2S (the ωB97M-V functional and the def2-TZVPD basis, OMol25).

Geometry (Å):
C -1.56413 -0.72111 1.64242
C -1.54467 -0.43888 0.33365
N -0.62245 -1.19128 -0.54017
N -2.26240 -0.09259 2.60342
H -0.91515 -1.51202 2.01051
H -2.03145 0.38891 -0.15455
H 0.06974 -0.55487 -0.95181
H -0.08133 -1.88946 -0.02718
H -1.12462 -1.68126 -1.28647
H -3.05346 0.49303 2.39657
H -2.21025 -0.43295 3.54713
C 1.00180 1.88552 -1.62295
S 2.71712 1.40454 -1.34684
C 2.43119 -0.16502 -0.52230
H 0.42790 1.81613 -0.69407
H 0.53026 1.27488 -2.39805
H 0.99909 2.92358 -1.94307
H 3.38527 -0.55808 -0.17447
H 1.79614 -0.04380 0.36070
H 2.05142 -0.90527 -1.23246

Output
M ... 121.23 u
Charge ... +1
E_HOMO ... -11.83 eV
Frontier orbital gap ... 8.551 eV



Entry R
# C4H13N2S

A gas-phase ion, C4H13N2S (charge +1) (the ωB97M-V functional and the def2-TZVPD basis, OMol25).

Geometry (Å):
N 3.07785 -0.16442 0.72779
C 1.69411 -0.62217 0.43991
C 0.92248 0.61998 -0.04718
N 1.76821 1.22051 -1.17501
C -0.40675 0.14312 -0.69592
C -1.24908 -0.49555 0.40861
S -3.09210 -0.42199 0.21318
H 3.75086 -0.60504 0.11680
H 3.40740 -0.38415 1.65906
H 1.76300 -1.44113 -0.29282
H 1.14358 -0.97521 1.30025
H 0.73576 1.43280 0.65682
H 1.48725 2.19935 -1.26414
H 2.74953 1.24588 -0.85730
H 1.76774 0.80164 -2.10641
H -0.94530 0.93514 -1.21074
H -0.21106 -0.66760 -1.39401
H -1.09881 -1.56551 0.29310
H -1.15099 -0.01973 1.37916
H -3.13886 0.88798 -0.07783

Output
M ... 121.23 u
SMILES string ... NC[C@@H]([NH3+])CCS
Charge ... +1
E_HOMO ... -12.18 eV
Frontier orbital gap ... 8.763 eV



Q: Which of them is the most stable? A: entry R.



Entry P
# C3HO4

2 unconnected molecules or ions with the total composition C3HO4 (the ωB97M-V functional and the def2-TZVPD basis, OMol25).

Geometry (Å):
C 1.43555 0.23924 1.12957
C 1.08783 0.42513 -0.13799
C -1.71859 -0.49519 -1.12362
O -2.50638 0.36144 -0.87024
O 2.03132 -0.62240 1.84962
O 0.23140 0.47029 -0.98771
O -1.42930 -1.57743 -1.48325
H 0.86817 1.19893 1.62363

Output
M ... 101.04 u
Charge ... -1
E_HOMO ... -2.42 eV
Frontier orbital gap ... 6.063 eV



Entry Q
# C3HO4

2 unconnected molecules or ions with the total composition C3HO4 (the ωB97M-V functional and the def2-TZVPD basis, OMol25).

Geometry (Å):
C -1.39053 -0.32759 -0.28670
C 1.69489 0.11458 -0.20109
C -0.41889 0.33051 0.38844
O 1.88433 0.59045 -1.24117
O -2.05708 -0.56916 -1.21881
O 2.17525 -0.38635 0.73477
O -1.03546 -0.99528 0.91543
H -0.85251 1.24284 0.90912

Output
M ... 101.04 u
Charge ... -1
E_HOMO ... -3.85 eV
Frontier orbital gap ... 7.996 eV



Q: Which of them is the most stable? A: entry Q.



Entry P
# CH4N2OS

2 unconnected molecules or ions with the total composition CH4N2OS (the ωB97M-V functional and the def2-TZVPD basis, OMol25).

Geometry (Å):
C 0.78239 0.63599 0.15664
H -1.59083 -0.27316 1.48563
H -1.20100 1.22449 -0.82122
H 0.98277 1.60208 0.45677
H 0.40875 -1.12069 -1.16107
N -0.53181 0.47986 -0.44328
N 1.65031 -0.29840 0.36443
O 1.16506 -1.54532 -0.17660
S -1.66564 -0.70485 0.13868

Output
M ... 92.12 u
Charge ... 0
E_HOMO ... -9.47 eV
Frontier orbital gap ... 9.747 eV



Entry Q
# CH4N2OS

2 unconnected molecules or ions with the total composition CH4N2OS (the ωB97M-V functional and the def2-TZVPD basis, OMol25).

Geometry (Å):
C 0.90721 0.77180 0.45710
N -1.45045 -0.88904 0.08976
N -1.18016 0.44753 0.00266
O 3.17561 0.24022 -0.33087
S 1.77370 -0.05166 -0.59962
H 0.90675 1.58932 1.04600
H -1.67145 -1.30259 0.98545
H -1.04090 -1.46969 -0.60213
H -1.42033 0.66411 -1.04835

Output
M ... 92.12 u
Charge ... 0
E_HOMO (alpha / beta) ... -8.53 / -8.53 eV
Frontier orbital gap (alpha / beta) ... 8.400 / 8.400 eV



Entry R
# CH4N2OS

2 unconnected molecules or ions with the total composition CH4N2OS (the ωB97M-V functional and the def2-TZVPD basis, OMol25).

Geometry (Å):
C 2.38313 -0.07020 -0.03026
N 1.82655 0.95228 -0.19815
N -0.62511 -0.39175 -0.28990
O 3.03759 -0.95935 0.27886
S -2.08808 -0.44601 0.33521
H -1.97195 0.38448 1.52968
H 0.81358 1.14299 -0.29731
H -0.62865 -1.19399 -0.86532
H -2.74704 0.58154 -0.46282

Output
M ... 92.12 u
Charge ... 0
E_HOMO ... -9.31 eV
Frontier orbital gap ... 9.405 eV



Entry S
# CH4N2OS

A molecular structure, CH4N2OS (the ωB97M-V functional and the def2-TZVPD basis, OMol25).

Geometry (Å):
C 1.34550 -1.63003 -0.18124
N 0.33583 -0.91281 -0.09144
N -1.23746 1.92417 0.72341
O -0.44869 1.99448 -0.48932
S 1.05415 1.35020 -0.15167
H 1.22626 -2.68458 -0.39575
H 2.29323 -1.06025 -0.31590
H -1.81110 2.66927 0.66520
H -1.81456 1.16186 0.61950

Output
M ... 92.12 u
Charge ... 0
E_HOMO (alpha / beta) ... -8.95 / -8.95 eV
Frontier orbital gap (alpha / beta) ... 7.980 / 7.980 eV



Q: Which of them is the most stable? A: entry R.